A cluster of 2 separate species, C4H12 in total. Source: OMol25; level of theory: the ωB97M-V functional and the def2-TZVPD basis.

Summary:
Energy relative to the best compared isomer or geometry (same formula, charge and spin) = 1.1 kcal per mole
E_tot = -159.5832 Eh
Gap between HOMO and LUMO = 12.88 eV
F_max = 0.79 eV/Å
E_HOMO = -11.801 eV
Structure (SMILES) = CC.CC

Cartesian coordinates (Å):
C 0.462 2.353 0.977
C -1.052 2.221 0.792
H 0.937 2.645 0.029
H 0.701 3.140 1.688
H 0.917 1.414 1.274
H -1.524 1.876 1.715
H -1.263 1.523 -0.017
H -1.471 3.193 0.545
C -0.453 -2.153 -0.885
C 1.028 -2.448 -0.862
H -1.048 -2.872 -0.320
H -0.680 -1.173 -0.447
H -0.874 -2.127 -1.891
H 1.611 -1.611 -1.242
H 1.403 -2.680 0.134
H 1.305 -3.301 -1.489

Atomic charges from the Löwdin analysis, expressed in e, are listed below:
1 C -0.18
2 C -0.17
3 H 0.06
4 H 0.06
5 H 0.05
6 H 0.06
7 H 0.05
8 H 0.06
9 C -0.18
10 C -0.18
11 H 0.06
12 H 0.05
13 H 0.06
14 H 0.06
15 H 0.06
16 H 0.06

A cluster of 2 separate species, C3H4BrFO in total at a distorted geometry. Source: OMol25; level of theory: the ωB97M-V functional and the def2-TZVPD basis.

Summary:
Energy relative to the best compared isomer or geometry (same formula, charge and spin) = 87.6 kcal per mole
E_tot = -2865.6902 Eh
Gap between HOMO and LUMO (spin up / spin down) = 8.28 / 8.28 eV
F_max = 4.37 eV/Å
E_HOMO (spin up / spin down) = -9.240 / -9.241 eV

Cartesian coordinates (Å):
C 1.109 0.051 0.776
C -0.889 -0.377 -1.188
C -0.178 0.564 0.941
O 1.429 -1.121 0.912
F -0.230 1.941 0.797
Br 0.252 -1.909 -1.559
H 1.785 0.910 0.571
H -1.937 -0.550 -1.055
H -0.525 0.460 -1.718
H -0.817 0.031 1.523

Atomic charges from the Löwdin analysis, expressed in e, are listed below:
1 C -0.38
2 C -0.37
3 C -0.10
4 O -0.06
5 F -0.01
6 Br 0.69
7 H 0.14
8 H 0.01
9 H -0.01
10 H 0.09

The ion C6H16N with charge +1 at a distorted geometry. Source: OMol25; level of theory: the ωB97M-V functional and the def2-TZVPD basis.

Summary:
Net charge = +1
Energy relative to the best compared isomer or geometry (same formula, charge and spin) = 50.8 kcal per mole
E_tot = -292.6432 Eh
Gap between HOMO and LUMO = 11.33 eV
F_max = 6.01 eV/Å
E_HOMO = -14.784 eV
Structure (SMILES) = CC[C@H](C)[C@@H](C)[NH3+]

Cartesian coordinates (Å):
C 2.402 -0.846 0.565
C 0.938 -1.003 0.162
C 0.403 0.195 -0.553
C 1.013 1.426 0.075
C -1.129 0.414 -0.532
C -1.827 -0.948 -0.817
N -1.680 0.748 0.821
H 2.930 -0.843 -0.425
H 2.730 -1.813 1.067
H 2.723 0.103 1.091
H 0.818 -1.835 -0.645
H 0.397 -1.418 1.100
H 0.421 0.155 -1.692
H 0.620 2.386 -0.201
H 2.141 1.589 -0.010
H 1.008 1.358 1.268
H -1.368 1.188 -1.143
H -2.947 -0.928 -0.922
H -1.430 -1.762 -0.027
H -1.593 -1.293 -1.788
H -1.749 0.043 1.456
H -2.727 0.928 0.527
H -1.006 1.480 1.203

Atomic charges from the Löwdin analysis, expressed in e, are listed below:
1 C -0.12
2 C -0.27
3 C -0.37
4 C -0.10
5 C -0.32
6 C -0.04
7 N 0.21
8 H 0.10
9 H 0.10
10 H 0.08
11 H 0.15
12 H 0.14
13 H 0.18
14 H 0.08
15 H 0.11
16 H 0.13
17 H 0.12
18 H 0.10
19 H 0.14
20 H 0.07
21 H 0.11
22 H 0.23
23 H 0.17

A structure of composition C57H55FN5O3P2PbS2SbSe4. Source: OMol25; level of theory: the ωB97M-V functional and the def2-TZVPD basis.

Summary:
Energy relative to the best compared isomer or geometry (same formula, charge and spin) = 0.0 kcal per mole
E_tot = -14322.5343 Eh
Gap between HOMO and LUMO = 6.58 eV
F_max = 0.45 eV/Å
E_HOMO = -6.695 eV

Cartesian coordinates (Å):
Pb 0.388 0.332 0.715
C -2.203 -4.374 -6.380
S -0.996 -3.284 -7.164
C 0.486 -3.620 -6.164
C 0.745 -2.614 -5.048
C -0.364 -2.583 -4.007
N -0.090 -1.642 -2.920
P 0.452 -2.113 -1.370
C 1.937 -3.106 -1.714
C 1.900 -4.413 -2.198
C 3.076 -5.077 -2.512
C 4.301 -4.445 -2.337
C 4.349 -3.152 -1.835
C 3.170 -2.490 -1.521
C -0.755 -3.361 -0.819
C -2.065 -3.325 -1.293
C -3.017 -4.203 -0.795
C -2.667 -5.122 0.184
C -1.367 -5.151 0.672
C -0.414 -4.273 0.180
P -0.770 -0.053 -2.793
C -1.666 0.131 -4.371
C -3.020 -0.204 -4.372
C -3.770 -0.121 -5.536
C -3.173 0.318 -6.709
C -1.831 0.671 -6.716
C -1.080 0.576 -5.554
C 0.696 1.011 -3.068
C 0.538 2.376 -2.824
C 1.619 3.239 -2.915
C 2.877 2.742 -3.235
C 3.045 1.385 -3.467
C 1.959 0.521 -3.384
H -3.127 -4.281 -6.948
H -2.400 -4.092 -5.347
H -1.871 -5.411 -6.421
H 1.323 -3.626 -6.862
H 0.396 -4.634 -5.766
H 0.853 -1.614 -5.477
H 1.692 -2.862 -4.557
H -0.504 -3.580 -3.577
H -1.302 -2.319 -4.498
H 0.951 -4.922 -2.314
H 3.038 -6.092 -2.888
H 5.218 -4.967 -2.578
H 5.302 -2.665 -1.675
H 3.206 -1.487 -1.110
H -2.347 -2.604 -2.053
H -4.033 -4.163 -1.167
H -3.410 -5.805 0.577
H -1.097 -5.849 1.455
H 0.586 -4.268 0.600
H -3.488 -0.533 -3.449
H -4.819 -0.390 -5.525
H -3.755 0.388 -7.620
H -1.366 1.016 -7.631
H -0.034 0.857 -5.565
H -0.438 2.760 -2.547
H 1.484 4.296 -2.721
H 3.725 3.412 -3.293
H 4.026 0.993 -3.708
H 2.092 -0.541 -3.551
S -4.410 -0.626 0.693
C -3.782 -1.921 1.638
C -4.460 -3.022 2.158
C -3.759 -3.886 2.971
C -2.408 -3.660 3.260
C -1.739 -2.574 2.742
C -2.434 -1.689 1.920
N -1.935 -0.510 1.368
C -2.872 0.160 0.758
C -2.756 1.532 0.212
C -3.483 1.818 -0.946
C -3.548 3.097 -1.465
C -2.884 4.127 -0.814
C -2.145 3.859 0.325
C -2.056 2.570 0.852
H -5.510 -3.177 1.948
H -4.264 -4.742 3.401
H -1.880 -4.349 3.907
H -0.708 -2.386 2.980
H -4.007 1.012 -1.446
H -4.119 3.288 -2.364
H -2.940 5.140 -1.193
H -1.634 4.661 0.840
C 2.665 -2.261 8.089
C 1.389 -2.178 7.265
N 1.553 -1.373 6.052
C 1.659 -1.998 4.868
C 1.762 -1.371 3.662
C 1.700 -2.249 2.437
O 2.112 -3.400 2.512
O 1.143 -1.736 1.393
C 1.818 0.053 3.627
O 1.889 0.733 2.575
C 1.772 0.723 4.912
C 1.799 2.124 4.972
C 1.601 2.770 6.148
F 1.740 4.111 6.169
C 1.277 2.081 7.344
C 1.351 0.699 7.293
C 1.593 0.013 6.098
N 0.898 2.732 8.523
C 0.399 1.901 9.602
C -1.009 1.366 9.270
N -1.649 2.314 8.318
C -1.373 3.728 8.686
C 0.137 3.987 8.515
H 2.491 -2.848 8.992
H 3.014 -1.271 8.384
H 3.457 -2.741 7.516
H 0.556 -1.773 7.841
H 1.078 -3.168 6.939
H 1.633 -3.081 4.888
H 1.970 2.692 4.067
H 1.113 0.124 8.170
H 0.361 2.521 10.499
H 1.078 1.081 9.823
H -1.629 1.326 10.165
H -1.009 0.389 8.788
H -2.654 2.143 8.251
H -1.357 2.109 7.331
H -1.717 3.873 9.710
H -1.952 4.345 8.003
H 0.489 4.592 9.354
H 0.305 4.536 7.602
Se -4.885 2.238 3.180
Sb -2.814 2.253 4.361
Se -0.942 2.392 2.414
Se -2.185 0.247 5.630
Se -2.148 4.276 5.513

Here are the Löwdin charges for atoms 1 to 99, given in e:
1 Pb 1.30
2 C -0.42
3 S 0.80
4 C -0.49
5 C -0.25
6 C -0.28
7 N -0.48
8 P 0.94
9 C -0.34
10 C -0.09
11 C -0.08
12 C -0.08
13 C -0.08
14 C -0.10
15 C -0.35
16 C -0.10
17 C -0.08
18 C -0.09
19 C -0.08
20 C -0.09
21 P 0.99
22 C -0.37
23 C -0.11
24 C -0.08
25 C -0.08
26 C -0.08
27 C -0.08
28 C -0.41
29 C -0.11
30 C -0.08
31 C -0.09
32 C -0.08
33 C -0.10
34 H 0.03
35 H 0.02
36 H 0.03
37 H 0.07
38 H 0.08
39 H 0.10
40 H 0.10
41 H 0.10
42 H 0.08
43 H 0.11
44 H 0.10
45 H 0.10
46 H 0.10
47 H 0.10
48 H 0.09
49 H 0.11
50 H 0.11
51 H 0.11
52 H 0.10
53 H 0.09
54 H 0.10
55 H 0.10
56 H 0.11
57 H 0.10
58 H 0.10
59 H 0.10
60 H 0.10
61 H 0.10
62 H 0.08
63 S 1.11
64 C -0.45
65 C -0.09
66 C -0.09
67 C -0.08
68 C -0.01
69 C -0.28
70 N 0.00
71 C -0.57
72 C -0.31
73 C -0.08
74 C -0.07
75 C -0.07
76 C -0.12
77 C -0.60
78 H 0.11
79 H 0.11
80 H 0.11
81 H 0.10
82 H 0.08
83 H 0.11
84 H 0.11
85 H 0.10
86 C -0.06
87 C -0.18
88 N -0.01
89 C 0.03
90 C -0.04
91 C -0.61
92 O 0.05
93 O -0.29
94 C -0.32
95 O -0.20
96 C -0.07
97 C 0.08
98 C -0.19
99 F 0.06

E_tot of number 4 (C57H55FN5O3P2PbS2SbSe4)? -14322.5343 Eh

Among the records above, which one has the highest F_max? C6H16N

Repeat the first record exactly.
A cluster of 2 separate species, C4H12 in total. Source: OMol25; level of theory: the ωB97M-V functional and the def2-TZVPD basis.

Summary:
Energy relative to the best compared isomer or geometry (same formula, charge and spin) = 1.1 kcal per mole
E_tot = -159.5832 Eh
Gap between HOMO and LUMO = 12.88 eV
F_max = 0.79 eV/Å
E_HOMO = -11.801 eV
Structure (SMILES) = CC.CC

Cartesian coordinates (Å):
C 0.462 2.353 0.977
C -1.052 2.221 0.792
H 0.937 2.645 0.029
H 0.701 3.140 1.688
H 0.917 1.414 1.274
H -1.524 1.876 1.715
H -1.263 1.523 -0.017
H -1.471 3.193 0.545
C -0.453 -2.153 -0.885
C 1.028 -2.448 -0.862
H -1.048 -2.872 -0.320
H -0.680 -1.173 -0.447
H -0.874 -2.127 -1.891
H 1.611 -1.611 -1.242
H 1.403 -2.680 0.134
H 1.305 -3.301 -1.489

Atomic charges from the Löwdin analysis, expressed in e, are listed below:
1 C -0.18
2 C -0.17
3 H 0.06
4 H 0.06
5 H 0.05
6 H 0.06
7 H 0.05
8 H 0.06
9 C -0.18
10 C -0.18
11 H 0.06
12 H 0.05
13 H 0.06
14 H 0.06
15 H 0.06
16 H 0.06